{
  "formula": "C8H11IO",
  "method": "wB97M-V/def2-TZVPD",
  "homo_ev": -8.99,
  "orbital_gap_ev": 9.39,
  "de_lowest_ev": 1.1723,
  "smiles": "CC(=O)/C=C\\CC/C=C/I",
  "charge": 0,
  "symbols": ["I", "O", "C", "C", "C", "C", "C", "C", "C", "C", "H", "H", "H", "H", "H", "H", "H", "H", "H", "H", "H"],
  "coordinates": [[3.859841, -0.445164, -0.042263], [-1.238192, -1.008946, -1.297048], [-1.453466, 0.583656, 1.152728], [2.080427, 0.333910, -0.915351], [-1.113078, 1.838738, 0.331442], [-1.110353, -0.668848, 0.997549], [0.240033, -2.405030, 0.040129], [1.205706, 1.029534, -0.212392], [-0.038847, 1.581654, -0.831853], [-0.747836, -1.331054, -0.222604], [1.153112, 1.217952, 0.840845], [0.111383, 2.480650, -1.417347], [0.222068, -2.955464, 0.993440], [1.178921, -2.003481, -0.144833], [-1.959388, 2.257727, -0.091793], [-0.537969, 0.859373, -1.507762], [-2.051566, 0.815511, 1.954553], [-1.314453, -1.247400, 1.775838], [-0.587656, 2.435720, 1.031090], [0.069602, -3.355070, -0.601967], [2.031718, -0.013962, -1.832402]],
  "forces_ev_per_a": [[-0.358, 0.178, -0.046], [0.651, -0.901, 0.548], [0.634, 2.044, -2.341], [1.185, 1.050, 5.375], [2.672, -3.120, -1.077], [-0.284, 2.330, -2.192], [-1.589, -4.361, -1.361], [-0.775, 0.055, -1.242], [-2.300, -0.623, 0.423], [-0.081, -0.120, -0.534], [1.234, -0.105, 0.556], [0.226, 0.388, 0.176], [-0.145, 1.249, 0.321], [1.948, 0.452, -0.268], [-1.744, 1.171, -0.435], [0.653, 0.471, 0.144], [-0.917, 0.577, 2.334], [-0.816, -2.847, 3.197], [-0.001, 1.313, 0.804], [0.412, 1.864, 0.107], [-0.605, -1.065, -4.488]]
}